No. 1
{"formula": "C6H14F2FeN3S3", "method": "ωB97M-V/def2-TZVPD", "symbols": ["Fe", "N", "C", "C", "N", "C", "C", "N", "H", "H", "H", "H", "H", "H", "H", "H", "H", "H", "H", "H", "H", "S", "C", "S", "S", "F", "C", "F", "H"], "positions_angstrom": [[-1.48138, -0.27599, -0.32688], [0.18690, -1.01693, -2.04819], [1.45318, -0.30378, -2.00456], [1.83445, -0.00854, -0.55132], [0.79962, 0.81163, 0.05146], [1.05947, 1.18197, 1.43450], [0.45211, 0.14329, 2.38486], [-0.96848, 0.02316, 2.11633], [0.30358, -2.01676, -1.93507], [-0.31566, -0.82711, -2.90933], [1.31849, 0.64436, -2.53202], [2.27752, -0.85154, -2.49218], [2.81826, 0.49557, -0.52251], [1.90021, -0.94673, 0.00901], [0.69808, 1.66629, -0.50316], [0.59444, 2.15195, 1.62689], [2.14218, 1.27000, 1.62684], [0.66803, 0.42595, 3.42998], [0.90659, -0.82870, 2.18739], [-1.45153, 0.89429, 2.31729], [-1.40129, -0.72293, 2.64872], [-0.60214, 3.54389, -1.23573], [-1.71384, 2.28844, -1.21298], [-2.66745, 1.96646, 0.18237], [-1.94810, 1.23722, -2.54549], [-2.33616, -2.35840, -0.84414], [-1.38621, -2.46574, 0.23935], [-2.22559, -2.66645, 1.34144], [-0.91527, -3.45486, 0.06713]], "atomic_forces_ev_per_a": [[1.15, 0.49, 0.23], [-0.33, -0.30, -0.02], [0.29, 0.07, 0.26], [-0.10, 0.01, -0.24], [-0.15, 0.17, -0.22], [-0.13, -0.33, 0.23], [0.20, 0.19, -0.05], [-0.45, 0.06, 0.01], [0.00, 0.02, -0.02], [0.02, -0.02, 0.15], [-0.01, -0.01, 0.03], [-0.16, 0.13, 0.06], [-0.08, -0.17, 0.01], [0.12, -0.02, -0.03], [-0.20, -0.04, 0.07], [0.00, 0.01, -0.10], [-0.13, 0.06, 0.06], [0.09, -0.08, -0.20], [0.06, -0.09, 0.08], [0.00, -0.04, -0.08], [0.03, -0.03, -0.13], [0.30, 0.45, -0.05], [0.02, 0.22, -0.31], [-0.08, -0.67, 0.54], [0.02, -0.51, -0.05], [-0.51, -0.38, -0.60], [0.12, 0.88, -0.07], [0.00, -0.33, 0.38], [-0.10, 0.25, 0.05]], "nbo_charge": [1.28, -0.87, -0.23, -0.22, -0.70, -0.23, -0.22, -0.87, 0.37, 0.40, 0.22, 0.17, 0.16, 0.18, 0.41, 0.22, 0.16, 0.16, 0.18, 0.39, 0.38, -0.32, -0.55, -0.38, -0.37, -0.45, 0.04, -0.42, 0.09], "molar_mass_da": 318.2, "lumo_energy_ev": [3.08, 3.07], "charge": -1, "spin_multiplicity": 5, "orbital_gap_ev": [6.35, 6.39], "s2": 6.01}

No. 2
{"formula": "C6H14N2", "method": "ωB97M-V/def2-TZVPD", "symbols": ["C", "N", "C", "N", "H", "H", "H", "H", "H", "H", "C", "C", "C", "C", "H", "H", "H", "H", "H", "H", "H", "H"], "positions_angstrom": [[-1.97507, 1.98759, 0.25008], [-0.59199, 2.38548, 0.08866], [0.13412, 2.68808, 1.21309], [1.18370, 3.39823, 1.19636], [-2.34000, 1.50333, -0.65486], [-2.03238, 1.27571, 1.07195], [-2.65038, 2.81810, 0.47224], [-0.39518, 3.05969, -0.63766], [-0.24180, 2.19643, 2.12073], [1.41758, 3.77868, 2.10481], [1.39608, -0.47922, 0.15683], [0.80867, -1.84115, -0.01352], [0.43575, -2.34125, -1.18407], [-0.12412, -3.72022, -1.37555], [1.48732, 0.06279, -0.78153], [0.82200, 0.14318, 0.84383], [2.39865, -0.52621, 0.59178], [0.67501, -2.46503, 0.86791], [0.41999, -1.69267, -2.05590], [-0.04095, -4.30541, -0.45881], [-1.18055, -3.67068, -1.64412], [0.39356, -4.25546, -2.17226]], "atomic_forces_ev_per_a": [[-0.09, -0.14, -0.09], [0.36, 0.27, 0.15], [-0.04, -0.26, 0.45], [-0.40, 0.95, -0.59], [0.09, -0.09, 0.04], [-0.09, -0.08, -0.06], [0.04, 0.11, 0.06], [-0.05, -0.17, -0.18], [-0.25, 0.23, -0.02], [0.39, -0.75, 0.22], [0.21, 0.18, 0.40], [0.01, 0.01, -0.29], [-0.47, -0.09, 0.09], [-0.02, 0.11, 0.13], [-0.13, -0.04, -0.11], [-0.11, -0.06, -0.03], [0.01, -0.13, -0.03], [0.24, 0.04, 0.04], [0.32, -0.03, -0.07], [0.02, -0.01, -0.02], [-0.04, -0.05, -0.09], [0.01, -0.01, -0.02]], "nbo_charge": [-0.41, -0.61, 0.29, -0.73, 0.21, 0.20, 0.18, 0.39, 0.14, 0.35, -0.63, -0.19, -0.19, -0.64, 0.22, 0.21, 0.21, 0.19, 0.19, 0.21, 0.21, 0.21], "molar_mass_da": 114.2, "lumo_energy_ev": 0.98, "smiles": "[H]/N=C/NC.C/C=C/C", "spin_multiplicity": 1, "orbital_gap_ev": 9.86}

No. 3
{"formula": "C6H14N2", "method": "ωB97M-V/def2-TZVPD", "symbols": ["C", "C", "C", "C", "C", "C", "N", "N", "H", "H", "H", "H", "H", "H", "H", "H", "H", "H", "H", "H", "H", "H"], "positions_angstrom": [[-0.13987, 1.70203, -0.32581], [1.74823, -0.35679, 1.01707], [-1.73331, -0.84639, -1.08447], [0.05415, -2.93396, 0.14550], [0.55006, -0.38465, 0.18242], [-0.45270, -0.84999, -0.38039], [1.07369, 2.42798, -0.17853], [-1.12490, 2.09203, 0.60412], [-0.52786, 1.66325, -1.34228], [0.94428, 3.44041, -0.17006], [1.74975, 2.18048, -0.89176], [-1.59894, 2.96162, 0.37510], [-0.75496, 2.13746, 1.54538], [1.57399, -0.86514, 1.96809], [2.58622, -0.84239, 0.51023], [2.02366, 0.68140, 1.22731], [-2.30678, -1.73880, -0.82472], [-2.32128, 0.02639, -0.78810], [-0.70903, -3.16232, 0.88428], [-0.10940, -3.39847, -0.82297], [1.06168, -3.09444, 0.51709], [-1.58669, -0.83970, -2.16751]], "atomic_forces_ev_per_a": [[1.16, -1.01, 0.64], [0.10, -0.16, -0.07], [-0.21, 0.24, -0.09], [-1.04, 1.47, -0.85], [-0.60, 4.79, -0.42], [0.50, -5.14, 0.85], [0.61, 0.30, -0.05], [-0.49, -0.23, 0.20], [-0.11, -0.28, 0.00], [-0.02, -0.15, -0.04], [0.00, 0.08, 0.04], [0.05, -0.06, 0.00], [-0.01, 0.06, -0.07], [-0.03, -0.04, -0.08], [-0.02, 0.01, 0.06], [-0.03, -0.04, -0.09], [0.11, 0.09, -0.03], [0.07, 0.01, -0.07], [-0.01, -0.08, -0.07], [-0.04, -0.18, 0.11], [0.03, 0.30, -0.04], [-0.03, 0.01, 0.06]], "nbo_charge": [0.12, -0.70, -0.69, -0.72, 0.07, 0.10, -0.88, -0.87, 0.15, 0.35, 0.36, 0.36, 0.37, 0.24, 0.23, 0.26, 0.24, 0.25, 0.19, 0.19, 0.18, 0.23], "molar_mass_da": 114.2, "lumo_energy_ev": [0.95, 0.92], "spin_multiplicity": 1, "orbital_gap_ev": [7.11, 7.16]}

Calculated total energy (computed, Ha): -3059.3375 -346.4775 -346.3052
Energy above the lowest of the compared OMol25 structures with the same formula, charge and spin (computed, eV): 0.736 1.353 6.040